ORCA calculation (ωB97M-V with the def2-TZVPD basis set) on a single C7H8ClN3 molecule.

Last columns: bonded neighbours and bond lengths (Å).
Element x y z (Å)
1 C 2.278 -1.610 0.889  N2 1.429, H12 1.117, H13 1.196, H14 1.222
2 N 1.175 -0.763 0.563  C1 1.429, C3 1.408, N11 1.370
3 C 0.085 -1.278 -0.165  N2 1.408, C4 1.542, H15 1.053, H16 1.177
4 C -0.813 -0.085 -0.551  C3 1.542, C5 1.404, N8 1.392
5 C -1.895 0.058 -1.434  C4 1.404, C6 1.400, H17 1.058
6 C -2.346 1.363 -1.202  C5 1.400, C7 1.397, H18 1.046
7 C -1.632 1.977 -0.169  C6 1.397, N8 1.309, H19 1.079
8 N -0.684 1.124 0.126  C4 1.392, C7 1.309, C9 1.413
9 C 0.480 1.337 0.898  N8 1.413, Cl10 1.776, N11 1.290
10 Cl 0.827 3.012 1.379  C9 1.776
11 N 1.475 0.518 0.946  N2 1.370, C9 1.290
12 H 2.142 -2.375 1.691  C1 1.117
13 H 2.629 -2.313 -0.013  C1 1.196
14 H 3.264 -0.904 1.043  C1 1.222
15 H -0.469 -2.029 0.322  C3 1.053
16 H 0.625 -1.914 -0.994  C3 1.177
17 H -2.329 -0.724 -2.001  C5 1.058
18 H -3.268 1.649 -1.603  C6 1.046
19 H -1.546 2.956 0.275  C7 1.079

- HOMO energy (eV) = -7.87
- LUMO (Ha) = 0.0262
- energy (eV) = -24378.431
- SMILES string = CN1Cc2cccn2C(Cl)=N1
- ΔE to the lowest compared entry with this formula, charge and spin (kJ/mol) = 165.04
- HOMO-LUMO gap (Ha) = 0.3154


ORCA calculation (ωB97M-V with the def2-TZVPD basis set) on 2 unconnected molecules or ions with the total composition C7H8FO2.

Last columns: bonded neighbours and bond lengths (Å).
Element x y z (Å)
1 C -1.968 -3.019 1.054  C2 1.344, H11 1.089, H12 1.148
2 C -1.630 -1.946 0.318  C1 1.344, C7 1.407, H13 1.088
3 C 1.305 0.121 -0.535  C4 1.342, C6 1.477, H14 1.006
4 C 0.043 -0.318 -0.406  C3 1.342, C7 1.381, H15 1.098
5 C 0.509 3.423 0.689  O8 1.178, O9 1.173
6 C 1.515 1.288 -1.416  C3 1.477, H16 1.096, H17 1.078, H18 1.094
7 C -0.371 -1.331 0.437  C2 1.407, C4 1.381, F10 1.308
8 O 1.491 3.878 1.153  C5 1.178
9 O -0.569 3.046 0.418  C5 1.173
10 F 0.449 -1.546 1.433  C7 1.308
11 H -2.956 -3.467 0.968  C1 1.089
12 H -1.336 -3.266 1.980  C1 1.148
13 H -2.347 -1.641 -0.442  C2 1.088
14 H 1.951 -0.182 0.174  C3 1.006
15 H -0.777 0.229 -0.888  C4 1.098
16 H 1.419 2.266 -0.932  C6 1.096
17 H 0.747 1.277 -2.174  C6 1.078
18 H 2.523 1.187 -1.830  C6 1.094

- HOMO energy (eV) = -1.02
- LUMO (Ha) = 0.1116
- energy (eV) = -14199.741
- ΔE to the lowest compared entry with this formula, charge and spin (kJ/mol) = 123.05
- HOMO-LUMO gap (Ha) = 0.1490
- charge = -1


ORCA calculation (ωB97M-V with the def2-TZVPD basis set) on a single C7H8N2O molecule.

Last columns: bonded neighbours and bond lengths (Å).
Element x y z (Å)
1 C 0.452 -0.524 2.752  C2 1.539, H11 1.098, H12 1.055, H13 1.132
2 C 0.810 0.655 1.829  C1 1.539, O3 1.223, C4 1.485
3 O 1.434 1.595 2.300  C2 1.223
4 C 0.364 0.625 0.413  C2 1.485, C5 1.391, N10 1.332
5 C 0.665 1.682 -0.441  C4 1.391, C6 1.399, H14 1.064
6 C 0.252 1.599 -1.774  C5 1.399, N7 1.323, H15 1.095
7 N -0.395 0.533 -2.219  C6 1.323, C8 1.342
8 C -0.602 -0.482 -1.366  N7 1.342, C9 1.481, N10 1.320
9 C -1.227 -1.733 -1.852  C8 1.481, H16 1.051, H17 1.077, H18 1.083
10 N -0.283 -0.427 -0.087  C4 1.332, C8 1.320
11 H 0.875 -0.300 3.740  C1 1.098
12 H 0.849 -1.423 2.370  C1 1.055
13 H -0.659 -0.712 2.860  C1 1.132
14 H 1.171 2.559 -0.114  C5 1.064
15 H 0.440 2.428 -2.465  C6 1.095
16 H -0.456 -2.445 -1.900  C9 1.051
17 H -1.643 -1.602 -2.836  C9 1.077
18 H -2.047 -2.029 -1.209  C9 1.083

- HOMO energy (eV) = -9.69
- LUMO (Ha) = -0.0150
- energy (eV) = -12416.305
- SMILES string = CC(=O)c1ccnc(C)n1
- ΔE to the lowest compared entry with this formula, charge and spin (kJ/mol) = 9.08
- HOMO-LUMO gap (Ha) = 0.3411


ORCA calculation (ωB97M-V with the def2-TZVPD basis set) on 2 unconnected molecules or ions with the total composition C7H8N2O.

Last columns: bonded neighbours and bond lengths (Å).
Element x y z (Å)
1 C -0.764 1.806 -1.092  C2 1.189, H9 1.053
2 C 0.066 0.999 -0.824  C1 1.189, C3 1.451
3 C 1.055 -0.056 -0.711  C2 1.451, C4 1.423, C8 1.362
4 C 0.780 -1.452 -0.760  C3 1.423, C5 1.369, H10 1.161
5 C 1.827 -2.319 -0.597  C4 1.369, C6 1.388, H11 1.159
6 C 3.105 -1.799 -0.444  C5 1.388, N7 1.307, H12 1.059
7 N 3.320 -0.517 -0.311  C6 1.307, C8 1.303
8 C 2.337 0.327 -0.459  C3 1.362, N7 1.303, H13 1.054
9 H -1.607 2.424 -1.223  C1 1.053
10 H -0.343 -1.724 -0.872  C4 1.161
11 H 1.813 -3.478 -0.585  C5 1.159
12 H 3.966 -2.414 -0.503  C6 1.059
13 H 2.713 1.303 -0.335  C8 1.054
14 N -2.813 1.243 1.286  O15 1.383, H16 1.035, H17 1.030, H18 1.020
15 O -3.464 1.676 0.146  N14 1.383
16 H -2.772 0.214 1.390  N14 1.035
17 H -1.875 1.641 1.435  N14 1.030
18 H -3.383 1.712 1.990  N14 1.020

- HOMO energy (eV) = -8.75
- LUMO (Ha) = 0.0137
- energy (eV) = -12411.069
- SMILES string = C#Cc1cccnc1.[NH3+][O-]
- ΔE to the lowest compared entry with this formula, charge and spin (kJ/mol) = 514.20
- HOMO-LUMO gap (Ha) = 0.3350